Run A
Density functional theory data (ωB97M-V with the def2-TZVPD basis set) for one molecule with the formula C5H3F.

Element x y z (Å)
C (-1.134, 0.066, -0.068)
C (-2.334, -0.061, -0.020)
C (1.510, -0.199, -0.334)
C (0.245, 0.445, 0.331)
C (1.639, 1.246, -0.153)
F (-3.606, -0.322, -0.016)
H (2.197, -0.878, 0.190)
H (1.340, -0.617, -1.288)
H (0.143, 0.320, 1.358)

Summary:
- LUMO energy: -1.120 eV
- Net charge: 0
- Molar mass: 82.1 g/mol

Atom charges from the Löwdin analysis, given in e for atoms 1 to 2: C -0.017; C -0.115



Run B
Density functional theory data (ωB97M-V with the def2-TZVPD basis set) for one molecule with the formula C5H3F.

Element x y z (Å)
C (2.231, -0.474, -0.206)
C (1.235, 0.384, 0.031)
C (-0.161, 0.892, 0.199)
F (-0.485, 1.985, -0.352)
C (-0.967, -0.144, -0.145)
C (-1.708, -1.086, -0.119)
H (3.077, -1.050, -0.429)
H (-0.337, 1.016, 1.357)
H (-2.886, -1.523, -0.336)

Summary:
- LUMO energy: 0.382 eV
- Net charge: 0
- Molar mass: 82.1 g/mol
- SMILES: C#CC(F)C#C

Atom charges from the Löwdin analysis, given in e for atoms 1 to 2: C 0.161; C 0.000



Name the least stable of them. run A.



Run A
Density functional theory data (ωB97M-V with the def2-TZVPD basis set) for one molecule with the formula C5H6N2O3.

Element x y z (Å)
C (0.513, 1.442, 2.128)
C (0.092, 1.139, 0.756)
N (-0.241, 2.092, -0.082)
O (-0.575, 1.503, -1.260)
C (-0.439, 0.191, -1.218)
C (-0.651, -0.663, -2.445)
C (-0.034, -0.108, 0.066)
N (0.332, -1.398, 0.545)
O (0.750, -1.495, 1.674)
O (0.173, -2.355, -0.199)
H (1.537, 1.123, 2.277)
H (-0.121, 0.973, 2.911)
H (0.472, 2.491, 2.277)
H (-1.542, -1.277, -2.263)
H (0.223, -1.352, -2.589)
H (-0.876, -0.039, -3.291)

Summary:
- LUMO energy: -0.220 eV
- Net charge: 0
- Molar mass: 142.1 g/mol
- SMILES: Cc1noc(C)c1[N+](=O)[O-]

Atom charges from the Löwdin analysis, given in e for atoms 1 to 2: C -0.019; C -0.258



Run B
Density functional theory data (ωB97M-V with the def2-TZVPD basis set) for a 2-piece molecular cluster, C5H6N2O3 overall.

Element x y z (Å)
O (1.025, -0.005, -1.880)
C (-0.005, 0.016, -0.970)
N (-0.937, 0.853, -1.157)
C (-1.890, 1.030, -0.101)
C (-1.812, -0.032, 0.937)
C (-0.804, -0.890, 0.991)
N (0.262, -0.832, 0.021)
H (0.778, 0.319, -2.725)
H (-1.771, 1.931, 0.360)
H (-2.812, 1.084, -0.657)
H (-2.508, -0.220, 1.607)
H (-0.743, -1.635, 1.669)
H (1.162, -1.249, 0.141)
O (3.842, 0.910, 0.571)
C (3.382, -0.137, 0.582)
O (2.831, -1.143, 0.611)

Summary:
- LUMO energy: 0.449 eV
- Net charge: 0
- Molar mass: 142.1 g/mol
- SMILES: OC1=NCC=CN1.O=C=O

Atom charges from the Löwdin analysis, given in e for atoms 1 to 2: O 0.075; C -0.493



Name the least stable of them. run A.



Run A
Density functional theory data (ωB97M-V with the def2-TZVPD basis set) for one molecule with the formula C18H24N4O3.

Element x y z (Å)
C (2.285, 3.774, -0.856)
C (0.766, 3.886, -0.755)
C (0.352, 4.976, 0.234)
C (-1.166, 5.093, 0.323)
C (-1.784, 3.764, 0.745)
C (-1.390, 2.661, -0.232)
C (0.138, 2.538, -0.355)
N (0.733, 1.970, 0.832)
C (1.193, 0.714, 0.651)
O (1.675, -0.028, 1.467)
N (1.072, 0.444, -0.720)
C (1.184, -0.887, -1.251)
C (-0.203, -1.545, -1.201)
O (-1.148, -1.000, -0.674)
N (-0.265, -2.735, -1.834)
C (-1.403, -3.609, -1.662)
C (-1.140, -4.645, -0.555)
C (-0.713, -3.923, 0.693)
C (-1.634, -3.479, 1.633)
C (-1.177, -2.742, 2.713)
C (0.179, -2.484, 2.822)
C (1.017, -2.976, 1.835)
N (0.588, -3.672, 0.796)
C (0.439, 1.455, -1.387)
O (0.187, 1.477, -2.564)
H (2.714, 3.472, 0.097)
H (2.712, 4.734, -1.137)
H (2.564, 3.040, -1.609)
H (0.366, 4.131, -1.744)
H (0.777, 5.929, -0.089)
H (0.764, 4.749, 1.220)
H (-1.436, 5.873, 1.038)
H (-1.563, 5.381, -0.653)
H (-2.872, 3.849, 0.770)
H (-1.451, 3.507, 1.753)
H (-1.786, 2.881, -1.224)
H (-1.794, 1.697, 0.085)
H (0.602, 2.357, 1.750)
H (1.877, -1.450, -0.621)
H (1.545, -0.836, -2.281)
H (0.604, -3.182, -2.084)
H (-1.618, -4.109, -2.609)
H (-2.246, -2.971, -1.386)
H (-0.337, -5.313, -0.870)
H (-2.046, -5.224, -0.381)
H (-2.684, -3.695, 1.511)
H (-1.871, -2.372, 3.454)
H (0.581, -1.905, 3.636)
H (2.083, -2.796, 1.871)

Summary:
- LUMO energy: 0.837 eV
- Net charge: 0
- Molar mass: 344.4 g/mol
- SMILES: C[C@@H]1CCCC[C@]12NC(=O)N(CC(=O)NCCc1ccccn1)C2=O

Atom charges from the Löwdin analysis, given in e for atoms 1 to 2: C -0.042; C -0.294



Run B
Density functional theory data (ωB97M-V with the def2-TZVPD basis set) for one molecule with the formula C18H24N4O3.

Element x y z (Å)
C (-3.710, -3.342, 1.777)
C (-3.436, -2.553, 0.520)
C (-4.282, -1.264, 0.534)
C (-3.880, -0.236, -0.498)
O (-2.813, 0.479, 0.057)
C (-2.198, 1.310, -0.973)
C (-0.766, 1.795, -0.796)
C (-0.434, 3.220, -1.406)
N (-0.604, 3.256, -2.879)
C (0.226, 2.165, -3.542)
C (0.234, 0.765, -2.835)
N (0.145, 0.759, -1.345)
C (1.047, 0.189, -0.533)
C (1.574, -1.083, -0.828)
C (2.625, -1.484, -0.083)
C (3.165, -0.664, 0.880)
C (4.272, -1.155, 1.541)
C (4.774, -0.532, 2.731)
N (5.963, -0.988, 3.383)
O (6.589, -1.872, 2.878)
O (6.320, -0.443, 4.519)
C (4.086, 0.575, 3.150)
C (2.943, 1.096, 2.503)
C (2.455, 0.453, 1.333)
N (1.443, 0.865, 0.568)
H (-3.595, -2.681, 2.603)
H (-2.931, -4.063, 1.754)
H (-4.735, -3.809, 1.730)
H (-2.425, -2.303, 0.202)
H (-3.804, -3.177, -0.354)
H (-5.346, -1.464, 0.509)
H (-4.139, -0.762, 1.501)
H (-4.832, 0.350, -0.555)
H (-3.664, -0.677, -1.430)
H (-2.185, 0.801, -1.971)
H (-2.897, 2.152, -1.321)
H (-0.625, 1.898, 0.272)
H (0.594, 3.366, -1.152)
H (-0.994, 4.038, -0.925)
H (-1.613, 3.095, -3.070)
H (1.290, 2.481, -3.462)
H (-0.095, 1.943, -4.550)
H (1.014, 0.047, -3.159)
H (-0.761, 0.394, -3.196)
H (1.166, -1.736, -1.663)
H (3.184, -2.385, -0.367)
H (4.848, -1.952, 1.137)
H (4.422, 1.147, 3.989)
H (2.381, 1.987, 2.818)

Summary:
- LUMO energy: -0.768 eV
- Net charge: 0
- Molar mass: 344.4 g/mol
- SMILES: CCCCOC[C@@H]1CNCCN1c1ccc2cc([N+](=O)[O-])ccc2n1

Atom charges from the Löwdin analysis, given in e for atoms 1 to 2: C -0.115; C -0.272



Name the least stable of them. run B.



Run A
Density functional theory data (ωB97M-V with the def2-TZVPD basis set) for one molecule with the formula C4H7NS3.

Element x y z (Å)
C (-2.380, -0.412, -0.913)
S (-1.972, 0.415, 0.645)
N (-0.654, 1.382, 0.175)
C (0.673, 1.050, 0.171)
S (1.791, 2.103, -0.411)
C (1.000, -0.303, 0.748)
C (2.353, -0.855, 0.611)
S (1.120, -1.690, -0.416)
H (-2.688, 0.324, -1.692)
H (-1.526, -0.991, -1.273)
H (-3.187, -1.084, -0.680)
H (-0.849, 2.301, -0.163)
H (0.461, -0.529, 1.667)
H (2.767, -1.459, 1.444)
H (3.092, -0.251, 0.086)

Summary:
- LUMO energy: 0.104 eV
- Net charge: 0
- Molar mass: 165.3 g/mol
- SMILES: CSNC(=S)[C@@H]1CS1

Atom charges from the Löwdin analysis, given in e for atoms 1 to 2: C -0.380; S 0.857



Run B
Density functional theory data (ωB97M-V with the def2-TZVPD basis set) for one molecule with the formula C4H7NS3.

Element x y z (Å)
C (-1.648, 0.250, 2.640)
C (-0.923, -0.194, 1.340)
N (0.181, -0.860, 1.534)
S (1.191, -1.502, 0.346)
C (1.729, -0.070, -0.555)
S (0.876, 0.566, -2.067)
C (-0.353, 1.461, -1.098)
S (-1.597, 0.402, -0.183)
H (-1.375, 1.423, 2.761)
H (-2.815, 0.207, 2.489)
H (-1.408, -0.360, 3.529)
H (1.954, 0.711, 0.114)
H (2.753, -0.347, -0.852)
H (0.268, 2.193, -0.449)
H (-0.991, 2.050, -1.812)

Summary:
- LUMO energy: 0.219 eV
- Net charge: 0
- Molar mass: 165.3 g/mol
- SMILES: CC1=NSCSCS1

Atom charges from the Löwdin analysis, given in e for atoms 1 to 2: C -0.124; C -0.755



Name the least stable of them. run B.



Run A
Density functional theory data (ωB97M-V with the def2-TZVPD basis set) for C4H7NS3 as an isolated structure.

Element x y z (Å)
C (-0.872, -3.413, 2.126)
C (-1.240, -2.501, 1.290)
C (0.798, 1.931, -0.704)
C (-0.019, 1.785, -1.968)
N (0.616, 0.866, 0.230)
S (1.436, 3.414, -0.174)
S (-1.491, -1.398, 0.200)
S (2.146, 0.105, -0.619)
H (0.281, -3.503, 2.145)
H (-1.483, -3.984, 2.719)
H (-0.813, 2.629, -1.928)
H (0.471, 1.786, -2.865)
H (-0.619, 0.834, -1.901)
H (-0.178, 0.312, 0.341)
H (0.968, 1.137, 1.109)

Summary:
- LUMO energy: -0.903 eV
- Net charge: 0
- Molar mass: 165.3 g/mol

Atom charges from the Löwdin analysis, given in e for atoms 1 to 2: C -0.050; C -0.698



Run B
Density functional theory data (ωB97M-V with the def2-TZVPD basis set) for C4H7NS3 as an isolated structure.

Element x y z (Å)
C (3.898, 0.057, -0.079)
C (1.437, -0.942, 0.273)
C (0.199, -1.505, 0.562)
C (-0.929, -0.654, 0.288)
H (4.262, 0.368, 0.956)
H (3.886, -1.244, -0.287)
H (4.321, 0.714, -1.179)
H (2.161, -1.694, 0.513)
H (0.269, -2.638, 0.582)
H (-0.058, 1.012, 1.519)
H (-3.182, 1.463, 0.683)
N (-0.704, 0.672, 0.455)
S (2.167, 0.601, -0.315)
S (-2.346, -1.399, -0.422)
S (-1.969, 1.773, -0.028)

Summary:
- LUMO energy: -0.457 eV
- Net charge: 0
- Molar mass: 165.3 g/mol

Atom charges from the Löwdin analysis, given in e for atoms 1 to 2: C -0.458; C -0.425



Name the least stable of them. run B.



Run A
Density functional theory data (ωB97M-V with the def2-TZVPD basis set) for a 2-piece molecular cluster, C4H10FPS overall.

Element x y z (Å)
C (-0.213, 1.898, 0.765)
C (-1.740, -1.605, -0.757)
C (-0.486, 0.700, -0.051)
C (2.087, 0.069, -0.533)
F (2.637, 1.305, -0.253)
P (2.258, -1.373, 0.521)
S (-1.040, -0.711, 0.670)
H (-0.928, 2.661, 0.622)
H (-0.217, 1.712, 1.909)
H (0.750, 2.483, 0.373)
H (-1.056, -1.433, -1.648)
H (-2.699, -1.171, -0.865)
H (-1.945, -2.646, -0.591)
H (-0.827, 0.813, -1.135)
H (2.164, -0.196, -1.604)
H (0.803, -1.406, 1.008)
H (2.574, -0.753, 1.685)

Summary:
- LUMO energy (alpha / beta): 0.489 / 0.515 eV
- Net charge: 0
- Molar mass: 140.2 g/mol

Atom charges from the Löwdin analysis, given in e for atoms 1 to 2: C -0.201; C -0.333



Run B
Density functional theory data (ωB97M-V with the def2-TZVPD basis set) for C4H10FPS as an isolated structure.

Element x y z (Å)
C (0.247, -1.910, -1.145)
C (-1.242, 1.520, 0.728)
C (-0.041, -0.866, -0.047)
C (1.567, 0.127, 0.341)
F (2.501, -0.889, 0.391)
P (1.774, 1.298, -1.100)
S (-1.016, 0.459, -0.702)
H (-0.806, -2.312, -1.526)
H (0.844, -1.352, -2.010)
H (0.765, -2.668, -0.642)
H (-0.262, 1.553, 1.226)
H (-1.963, 1.098, 1.365)
H (-1.399, 2.531, 0.528)
H (-0.369, -1.341, 0.881)
H (1.505, 0.607, 1.273)
H (1.619, 0.358, -2.149)
H (3.030, 1.042, -1.151)

Summary:
- LUMO energy: 0.914 eV
- Net charge: 0
- Molar mass: 140.2 g/mol

Atom charges from the Löwdin analysis, given in e for atoms 1 to 2: C -0.160; C -0.379



Name the least stable of them. run A.



Run A
Density functional theory data (ωB97M-V with the def2-TZVPD basis set) for a 2-piece molecular cluster, C8H16N2 overall.

Element x y z (Å)
C (-2.802, -0.752, -1.916)
C (1.056, 0.481, 1.531)
C (-1.690, -0.212, -1.020)
C (-2.022, 0.211, 0.116)
C (3.877, 0.519, -0.414)
C (2.773, -1.822, -0.580)
C (-3.130, 1.623, 1.539)
C (2.815, -0.419, -0.039)
N (-2.525, 0.418, 1.199)
N (1.795, 0.052, 0.637)
H (-3.304, 0.205, -2.290)
H (-2.309, -1.149, -2.856)
H (0.047, 0.848, 1.348)
H (1.244, 0.273, 2.559)
H (-0.734, 0.069, -1.333)
H (4.893, 0.043, -0.555)
H (3.592, 0.887, -1.428)
H (4.012, 1.309, 0.261)
H (1.778, -2.196, -0.583)
H (3.203, -2.584, 0.023)
H (3.291, -1.991, -1.581)
H (-4.018, 1.584, 2.125)
H (-3.338, 2.178, 0.628)
H (-2.410, 2.116, 2.162)
H (-3.574, -1.489, -1.529)
H (-2.524, -0.204, 1.994)

Summary:
- LUMO energy: -7.598 eV
- Net charge: +2
- Molar mass: 140.2 g/mol

Atom charges from the Löwdin analysis, given in e for atoms 1 to 2: C -0.023; C 0.144



Run B
Density functional theory data (ωB97M-V with the def2-TZVPD basis set) for an isolated ion of composition C8H16N2 and charge +2.

Element x y z (Å)
C (0.416, -0.731, 0.018)
C (-1.051, -0.884, -0.247)
C (0.352, 1.223, 1.296)
C (1.297, -1.865, -0.221)
C (-1.834, -2.090, -0.143)
C (1.062, 2.310, 1.860)
C (2.086, 0.987, -0.307)
C (-2.467, 0.370, -1.579)
N (0.840, 0.545, 0.256)
N (-1.329, 0.252, -0.769)
H (-0.640, 0.993, 1.735)
H (2.406, -1.740, -0.169)
H (1.179, -2.203, -1.347)
H (1.059, -2.869, 0.352)
H (-1.836, -2.529, -1.163)
H (-2.791, -1.899, 0.170)
H (-1.363, -2.759, 0.636)
H (2.084, 2.194, 1.798)
H (0.780, 2.370, 2.982)
H (0.795, 3.429, 1.470)
H (2.313, 0.311, -1.107)
H (2.874, 0.833, 0.431)
H (2.050, 2.160, -0.578)
H (-3.029, 1.218, -1.194)
H (-3.266, -0.468, -1.720)
H (-1.987, 0.840, -2.460)

Summary:
- LUMO energy (alpha / beta): -10.482 / -10.482 eV
- Net charge: +2
- Molar mass: 140.2 g/mol

Atom charges from the Löwdin analysis, given in e for atoms 1 to 2: C -0.065; C -0.285



Name the least stable of them. run B.



Run A
Density functional theory data (ωB97M-V with the def2-TZVPD basis set) for a 2-piece molecular cluster, C2H6N2O3 overall.

Element x y z (Å)
C (1.194, 0.876, -0.910)
N (0.143, 0.522, 0.048)
C (-0.771, -0.243, -0.435)
O (-0.892, -0.641, -1.706)
O (-1.888, -0.515, 0.250)
H (1.711, -0.007, -1.302)
H (1.944, 1.492, -0.401)
H (0.782, 1.458, -1.744)
H (-1.756, -1.074, -1.797)
H (-1.786, -0.144, 1.145)
N (0.788, -0.749, 2.412)
O (-0.214, -0.411, 3.035)
H (0.742, -0.564, 1.406)

Summary:
- LUMO energy: -0.069 eV
- Net charge: 0
- Molar mass: 106.1 g/mol
- SMILES: CN=C(O)O.N=O

Atom charges from the Löwdin analysis, given in e for atoms 1 to 2: C -0.113; N -0.002



Run B
Density functional theory data (ωB97M-V with the def2-TZVPD basis set) for a 2-piece molecular cluster, C2H6N2O3 overall.

Element x y z (Å)
N (-0.030, -1.343, -0.661)
C (-1.211, -0.801, -0.520)
O (-2.273, -1.036, -1.001)
N (-1.143, 0.387, 0.248)
C (-0.883, 0.572, 1.628)
O (-0.535, -0.412, 2.197)
H (0.816, -1.207, 0.027)
H (0.208, -1.893, -1.527)
H (-1.520, 1.205, -0.267)
H (-1.106, 1.607, 2.085)
O (2.257, 0.776, -0.783)
H (2.784, 0.702, -0.015)
H (2.639, 1.444, -1.411)

Summary:
- LUMO energy: 0.396 eV
- Net charge: 0
- Molar mass: 106.1 g/mol
- SMILES: NC(=O)NC=O.O

Atom charges from the Löwdin analysis, given in e for atoms 1 to 2: N 0.164; C -0.664



Name the least stable of them. run A.